1.
105
Properties=species:S:1:pos:R:3 method="wB97M-V/def2-TZVPD" lumo_ev=-0.01 total_charge=0 total_energy_ha=-2675.5312 e_above_lowest_kcal_mol=38.6 homo_lumo_gap_ev=10.9
O 15.8153 11.6340 11.3413
H 15.3757 11.2430 12.1092
H 16.4722 12.2100 11.7317
O 11.4665 11.4237 12.6954
H 11.1411 11.4690 13.6726
H 11.1409 10.5503 12.4532
O 17.3462 13.5097 12.8209
H 16.8140 14.1946 12.3341
H 18.2160 13.9325 12.7918
O 10.1003 17.9523 10.9717
H 9.6982 18.8193 10.9907
H 10.0392 17.4091 11.8587
O 13.2157 17.5670 8.5713
H 12.4785 17.0489 8.9723
H 12.7057 18.1583 7.9709
O 15.6294 17.1110 9.6868
H 16.1445 17.4732 8.9786
H 14.6824 17.1545 9.4110
O 14.5187 14.2084 17.0399
H 13.5498 14.3696 16.8062
H 14.9422 15.0096 16.8052
O 14.3012 12.5709 9.1618
H 14.9582 12.1873 9.8127
H 14.4065 13.4673 8.9663
O 15.0319 15.9683 14.3660
H 15.2882 15.7700 13.5020
H 14.6995 16.8581 14.3577
O 15.7568 15.2834 11.7529
H 15.9138 15.9308 10.9975
H 14.9754 14.8568 11.3570
O 9.8007 13.9402 8.2174
H 9.9715 14.7248 8.6473
H 10.6831 13.5614 8.1735
O 11.6278 11.5357 15.6318
H 11.0000 11.7424 16.3036
H 12.4928 11.4415 15.9863
O 10.8933 8.1258 7.9697
H 10.3214 8.8639 8.4510
H 11.8369 8.2957 8.0399
O 10.1605 15.7504 12.5950
H 9.8804 14.9156 12.1243
H 11.1117 15.7308 12.6857
O 11.7714 12.4272 9.1489
H 12.7000 12.2960 9.0992
H 11.4697 11.5708 9.4983
O 13.8488 7.9376 12.6352
H 14.1508 8.7087 13.0527
H 14.3868 7.1556 12.8927
O 14.3408 8.2531 9.5181
H 14.9618 8.1171 10.2910
H 14.6748 7.5793 8.8976
O 13.0078 14.1701 11.2554
H 12.8410 14.0494 12.1930
H 12.6222 13.3954 10.8144
O 14.1876 10.5586 13.4373
H 14.4660 11.1227 14.1717
H 13.2774 10.8700 13.2097
O 6.9785 10.0174 15.2193
H 7.7570 9.4196 15.2381
H 6.4070 9.6392 14.4994
O 7.4163 13.4972 15.6620
H 6.5002 13.8373 15.6157
H 7.2805 12.7784 15.0168
O 9.1794 11.7608 17.6025
H 8.5275 11.0788 17.4275
H 8.7491 12.5158 17.1713
O 8.6342 9.9518 6.4559
H 8.5809 9.0844 6.0269
H 9.5481 10.3156 6.4565
O 14.5152 11.7580 16.1691
H 14.7903 11.2148 16.9201
H 14.5906 12.6808 16.5672
O 11.5059 15.9857 9.5819
H 10.7845 16.4567 10.1108
H 11.9204 15.4478 10.2451
O 9.8467 13.5418 11.2460
H 9.7935 13.2911 10.2724
H 10.0191 12.7737 11.7803
O 9.7066 10.3925 9.6344
H 8.8949 10.6910 9.2582
H 9.6281 10.2696 10.5769
O 9.6664 15.6512 15.2678
H 9.0876 14.9197 15.2944
H 9.7658 15.8803 14.3367
O 10.8571 8.3682 12.7861
H 11.7807 8.4506 13.0332
H 10.9363 7.9589 11.9371
O 12.1524 17.3088 14.8121
H 12.6740 16.5337 15.1078
H 11.2824 17.0694 15.2476
O 11.2526 6.9337 10.5200
H 12.2065 7.2172 10.4506
H 10.8914 7.0439 9.6461
O 12.6045 14.0705 14.1293
H 12.6186 13.1931 14.5518
H 13.4890 14.4026 14.4298
O 9.2719 8.3872 15.0583
H 9.9103 7.9452 14.4475
H 9.3825 7.9081 15.8427
O 12.0133 15.1755 16.6932
H 11.1848 15.1742 16.1094
H 11.6278 15.4467 17.5106
O 7.2477 11.4539 8.3135
H 7.5449 11.0552 7.4293
H 7.4488 12.3402 8.2292

=====

2.
13
Properties=species:S:1:pos:R:3 method="wB97M-V/def2-TZVPD" lumo_ev=0.24 total_charge=0 smiles="[H]/N=P(/N)=P/O.N" total_energy_ha=-926.3674 e_above_lowest_kcal_mol=46.7 homo_lumo_gap_ev=7.9
H 1.5647 1.2790 3.3743
N 0.6809 1.5341 2.9479
P 0.1356 0.4297 1.8970
N -1.4672 0.9914 1.7751
P 1.1473 -1.3066 1.1911
O -0.0042 -2.1148 0.4130
H -2.0070 0.9966 0.9374
H -1.3688 1.7935 2.4412
H -0.0496 -1.6997 -0.4599
N -0.1433 0.7769 -1.1695
H 0.3260 1.3850 -0.5203
H -0.6347 1.2850 -1.9983
H 0.6748 0.2636 -1.6222

=====

3.
11
Properties=species:S:1:pos:R:3 method="wB97M-V/def2-TZVPD" lumo_ev=4.44 total_charge=-1 total_energy_ha=-305.1979 e_above_lowest_kcal_mol=7.8 homo_lumo_gap_ev=8.7
O -0.1602 0.6526 -0.3190
H -0.4299 1.5097 -0.6602
O 1.0473 -1.6234 0.3903
H 1.5371 -1.5495 -0.4348
H 0.5118 -0.7983 0.3279
O -2.7988 -0.2727 -1.1568
H -1.8461 -0.0501 -1.0758
H -2.7699 -1.2341 -1.1298
O 1.8179 1.4212 1.5855
H 1.1985 1.4817 0.8212
H 1.8923 0.4628 1.6514

=====

4.
11
Properties=species:S:1:pos:R:3 method="wB97M-V/def2-TZVPD" lumo_ev=2.98 total_charge=-1 total_energy_ha=-1596.9543 e_above_lowest_kcal_mol=7.6 homo_lumo_gap_ev=6.4
S -2.9133 1.8890 2.5062
H -2.7246 0.5820 2.5966
S 0.1124 0.9964 -2.3461
H -0.9973 1.5433 -2.8541
H -0.9499 -0.2456 -1.3745
S -1.7470 -1.2704 -0.6525
H -2.8833 -1.4595 -1.3206
H -2.9076 2.0333 1.1905
S 5.2750 -1.7915 1.0125
H 4.4155 -1.7730 -0.0078
H 5.3198 -0.5041 1.2498

=====

5.
120
Properties=species:S:1:pos:R:3 method="wB97M-V/def2-TZVPD" lumo_ev=-0.53 total_charge=0 total_energy_ha=-3057.3396 e_above_lowest_kcal_mol=262.2 homo_lumo_gap_ev=9.4
H 3.6028 1.3728 -1.6072
H 4.4739 1.0629 -0.4299
O 3.5381 1.1119 -0.6757
H 0.3384 -3.8901 2.2571
H -0.4461 -3.4730 3.6136
O 0.0674 -4.1363 3.1476
H -1.3962 0.7711 4.3100
H -0.0482 0.7382 4.6714
O -0.7998 0.1011 4.7273
H 5.4309 2.8790 -1.2943
H 5.4378 3.8759 -2.3866
O 4.8375 3.3170 -1.9102
H -2.5877 0.5811 -4.4188
H -1.3016 0.1937 -3.8263
O -1.8348 0.9721 -3.9471
H -0.1749 0.4992 -6.2735
O -0.2842 -0.4588 -6.2543
H 1.3892 0.2045 -4.2438
O 1.7479 1.0942 -4.5216
H 3.3922 -2.2992 -1.4718
H 3.7746 -0.8105 -1.0910
O 3.1799 -1.5295 -0.9123
H 0.2626 4.3387 0.3633
H 1.4539 4.1965 -0.6148
O 1.2029 4.4342 0.2820
H 0.0694 -0.0903 -1.3129
H 1.4624 0.4467 -1.6721
O 0.5346 0.6628 -1.6566
H -0.5404 -3.3378 -0.7676
H 0.8621 -3.1778 -0.3221
O 0.1146 -3.8755 -0.3066
H 0.5229 1.9160 2.6478
O 1.0118 2.4493 3.3029
H 5.5227 3.1446 1.2371
H 5.1602 2.0338 2.3358
O 5.7110 2.3086 1.6232
H 1.6832 -1.7597 -1.8134
H 1.0670 -2.7196 -2.8426
O 0.9734 -1.8305 -2.4368
H -2.8109 -2.0697 0.1784
H -4.2700 -2.4907 0.0112
O -3.6487 -2.2984 0.7676
H 3.0091 -1.8098 3.3735
H 3.3268 -2.5418 2.0714
O 3.4742 -2.6399 3.0458
H 2.6909 -4.6776 -2.2962
H 1.3781 -4.1183 -1.4614
O 2.2288 -3.9360 -1.8998
H 5.4073 -2.4352 3.3163
H 5.3539 -1.2355 2.6699
O 5.9976 -1.6538 3.2945
H 6.2569 -1.8620 -0.0602
O 5.5187 -2.3299 0.3701
H -4.7225 -1.1710 2.7157
H -5.7555 -0.4667 3.4900
O -5.0658 -1.0569 3.5920
H -4.8872 3.1705 0.0575
O -4.4365 2.4351 -0.3890
H -5.2106 0.9848 -1.6979
H -6.1972 0.4535 -0.9448
O -6.2326 0.8836 -1.8019
H 3.0539 0.7372 3.7784
H 3.9496 1.7087 4.5263
O 3.4139 1.6399 3.7696
H -3.8285 -2.6725 -1.6468
H -5.1400 -3.6379 -2.1000
O -4.5074 -2.9304 -2.2432
H -4.2723 -1.2525 -3.9311
H -3.8171 -2.5790 -4.6647
O -3.4967 -1.6651 -4.4203
H -1.0798 1.8180 0.2938
H -2.4832 2.4215 0.9566
O -1.5960 2.0125 1.0571
H -2.0138 -1.3276 6.4157
H -1.0637 -1.9063 5.4273
O -1.9237 -2.0073 5.7860
H -2.8403 -1.2636 -1.5745
H -2.4431 -0.0014 -0.6595
O -3.2132 -0.4990 -1.2039
H -4.7804 1.4305 1.7525
H -3.9201 0.9093 2.7023
O -4.6657 1.5749 2.6691
H -0.8119 -3.9972 -5.5656
H 0.2912 -2.8971 -5.4369
O -0.5946 -3.1485 -5.1634
H 4.3936 1.2579 -3.6147
H 3.1502 0.5635 -4.1379
O 3.8963 0.4142 -3.5472
H -3.2886 4.0108 -3.0859
O -3.7512 3.1548 -2.9962
H 0.3007 -1.8728 3.1136
H -0.1873 -0.5716 3.3565
O 0.6851 -1.0001 2.8891
H 4.9875 -2.7355 -0.2671
H -1.1954 -0.7851 -6.2068
H -4.3158 2.8344 -1.3068
H 1.4780 1.6887 -3.8488
H 1.7331 2.8342 2.7731
H -3.1377 2.3767 -2.9682
O 2.3547 -0.4858 5.4103
H 2.0295 -0.6200 6.3168
H 1.7471 -0.8875 4.8039
O -1.4378 -0.6185 0.3163
H -1.2993 -0.1639 1.1518
H -0.8723 -1.2822 -0.0078
O -1.3593 -2.8056 -2.5194
H -1.0862 -2.9544 -3.4740
H -2.0725 -2.1233 -2.3339
O -2.9397 4.1174 1.6552
H -3.2109 3.6639 2.4175
H -3.6643 4.3342 1.1250
O 0.1202 6.6292 -0.1874
H 0.4384 6.4842 -1.0991
H 0.7719 6.7494 0.4581
O -2.7204 -1.6833 3.0936
H -3.0043 -2.2533 3.8623
H -2.7358 -2.1911 2.3007
O 4.1013 3.8915 0.6382
H 3.6337 3.2615 0.1280
H 3.4246 3.8484 1.3541